(1)
A 13-piece molecular cluster, C17H60N6O20 overall at a distorted geometry. Source: the OMol25 dataset; level of theory: ωB97M-V/def2-TZVPD.

```
103
Properties=species:S:1:pos:R:3
C -0.259 0.121 3.774
C -0.572 -0.880 4.908
O 0.602 -1.561 5.362
O 0.304 1.272 4.334
H -1.146 0.341 3.180
H 0.400 -0.338 3.032
H -1.258 -1.606 4.469
H -0.965 -0.413 5.812
H 1.223 -0.863 5.588
H 1.133 0.987 4.728
C -3.407 -1.850 -3.645
C -3.126 -1.930 -2.157
O -1.920 -2.605 -1.798
O -3.983 -3.107 -4.052
H -2.552 -1.567 -4.261
H -4.142 -1.053 -3.789
H -4.016 -2.196 -1.586
H -3.061 -0.887 -1.823
H -1.176 -2.248 -2.305
H -4.121 -3.617 -3.250
C 4.376 -1.729 2.600
C 2.977 -1.062 2.594
O 2.243 -1.319 1.400
O 5.166 -1.354 3.721
H 4.826 -1.477 1.638
H 4.295 -2.811 2.705
H 3.167 -0.001 2.412
H 2.360 -1.176 3.485
H 1.997 -2.258 1.378
H 5.430 -0.430 3.703
C -4.577 1.983 -1.454
C -4.104 0.565 -1.482
O -5.133 -0.388 -1.267
O -5.069 2.350 -0.161
H -5.242 2.249 -2.280
H -3.700 2.590 -1.692
H -3.333 0.379 -0.734
H -3.637 0.358 -2.451
H -5.578 -0.427 -2.119
H -5.915 1.920 -0.004
C -2.839 4.032 2.324
C -1.640 3.151 2.613
O -0.509 3.278 1.772
O -3.144 4.052 0.932
H -2.647 5.093 2.500
H -3.617 3.718 3.023
H -1.922 2.101 2.513
H -1.411 3.332 3.664
H -0.815 2.928 0.925
H -4.051 3.739 0.842
C 1.950 0.459 -3.277
C 1.700 -1.047 -3.023
O 0.356 -1.370 -3.334
O 1.676 0.646 -4.666
H 3.000 0.757 -3.259
H 1.345 1.078 -2.617
H 2.010 -1.369 -2.030
H 2.417 -1.517 -3.703
H 0.238 -1.069 -4.242
H 0.929 1.241 -4.776
C -3.438 -4.642 1.202
C -2.830 -3.265 1.488
O -1.657 -3.197 0.708
O -4.139 -4.524 -0.045
H -4.127 -4.874 2.018
H -2.690 -5.414 1.044
H -2.373 -3.320 2.483
H -3.511 -2.414 1.546
H -1.912 -3.001 -0.219
H -4.973 -4.062 0.067
C 4.079 3.698 -0.888
O 3.534 4.815 -0.894
N 3.674 2.767 -0.034
N 5.062 3.311 -1.689
H 4.154 1.883 -0.128
H 3.037 2.930 0.726
H 5.462 4.104 -2.170
H 5.674 2.512 -1.580
C 5.580 -0.329 -1.263
O 5.750 0.797 -0.821
N 4.428 -1.006 -1.103
N 6.481 -1.073 -1.899
H 4.289 -1.882 -1.574
H 3.755 -0.632 -0.453
H 7.458 -0.830 -1.879
H 6.201 -2.015 -2.104
C -0.423 0.694 -0.173
O -1.351 1.384 -0.558
N 0.843 1.015 -0.164
N -0.569 -0.540 0.352
H 1.145 1.885 -0.578
H 1.490 0.337 0.203
H -1.512 -0.887 0.371
H 0.257 -1.088 0.511
O -1.367 3.193 -2.610
H -0.930 3.527 -1.816
H -1.475 2.253 -2.440
O 1.254 -3.682 0.347
H 0.292 -3.576 0.381
H 1.387 -4.624 0.218
O 0.616 3.976 -0.681
H 0.326 4.305 0.178
H 1.520 4.294 -0.770
```

The spin multiplicity is 1. As for the charge: 0. The value obtained for the HOMO energy is -9.261 eV. The calculation puts the LUMO energy at -0.05 eV. For the HOMO-LUMO gap, the calculation gives 9.207 eV. The maximum force comes out at 0.070 Eh/bohr. The value obtained for the energy above the lowest of the compared OMol25 structures with the same formula, charge and spin is 0.0 kcal/mol.

---

(2)
C33H27ClF5N4OSeV as an isolated structure at a distorted geometry. Source: the OMol25 dataset; level of theory: ωB97M-V/def2-TZVPD.

```
73
Properties=species:S:1:pos:R:3
V 0.088 0.581 -0.517
Cl 6.420 -2.567 -1.432
C 4.845 -1.815 -1.482
C 4.086 -1.940 -2.644
C 2.856 -1.305 -2.701
C 2.362 -0.575 -1.621
O 1.213 0.075 -1.689
C 3.131 -0.478 -0.415
C 2.641 0.187 0.732
N 1.439 0.801 0.843
C 0.999 1.276 2.052
C 1.785 1.675 3.126
C 1.195 2.091 4.323
C -0.168 2.080 4.498
C -1.005 1.656 3.442
C -2.404 1.548 3.547
C -3.126 1.133 2.456
C -2.462 0.829 1.269
N -1.150 0.883 1.137
C -0.422 1.288 2.205
C 4.396 -1.109 -0.395
H 4.450 -2.518 -3.481
H 2.246 -1.352 -3.595
H 3.261 0.120 1.621
H 2.863 1.690 3.031
H 1.833 2.424 5.133
H -0.613 2.393 5.434
H -2.895 1.784 4.483
H -4.200 1.027 2.509
H -3.028 0.543 0.392
H 5.005 -1.045 0.498
C -2.781 -1.144 -4.682
C -2.355 -1.630 -3.301
C -1.352 -2.779 -3.437
C -3.576 -2.098 -2.495
N -1.673 -0.481 -2.676
N -1.317 -0.690 -1.315
H -3.170 -1.971 -5.275
H -1.923 -0.709 -5.199
H -3.554 -0.375 -4.600
H -1.787 -3.589 -4.023
H -1.079 -3.191 -2.463
H -0.447 -2.426 -3.934
H -4.171 -2.799 -3.084
H -4.214 -1.249 -2.231
H -3.274 -2.608 -1.576
H -2.258 0.346 -2.711
H -0.704 -1.504 -1.289
H -2.105 -0.960 -0.725
F -3.371 -4.814 6.024
C -2.816 -4.331 4.902
C -3.567 -3.590 4.009
F -4.861 -3.347 4.280
C -2.991 -3.109 2.851
F -3.768 -2.390 2.027
C -1.654 -3.349 2.517
Se -0.916 -2.771 0.913
C -0.920 -4.078 3.458
F 0.372 -4.334 3.242
C -1.483 -4.565 4.622
F -0.743 -5.274 5.488
C -0.472 2.083 -1.153
C -0.802 3.097 -2.083
C 0.213 3.780 -2.791
C -0.103 4.676 -3.793
C -1.431 4.945 -4.114
C -2.444 4.317 -3.399
C -2.142 3.413 -2.398
H 1.240 3.565 -2.529
H 0.689 5.176 -4.340
H -1.677 5.634 -4.912
H -3.481 4.538 -3.628
H -2.932 2.932 -1.831
```

The spin multiplicity is 2. As for the charge: -1. The value obtained for the HOMO energy (alpha / beta) is -2.936 / -4.340 eV. The calculation puts the LUMO energy (alpha / beta) at 2.03 / 1.99 eV. For the HOMO-LUMO gap (alpha / beta), the calculation gives 4.967 / 6.329 eV. The maximum force comes out at 0.087 Eh/bohr. The value obtained for the energy above the lowest of the compared OMol25 structures with the same formula, charge and spin is 26.5 kcal/mol.